No. 1
Density functional theory data (ωB97M-V with the def2-TZVPD basis set) for a structure of composition C29H37N7PSe2W.

Results
HOMO level (spin up / spin down) = -16.194 / -16.290 eV
total charge = +3
multiplicity = 3
Kohn-Sham gap (spin up / spin down) = 7.2 / 6.6 eV
energy relative to the best compared isomer or geometry (same formula, charge and spin) = 25.3 kcal per mole

Structure (XYZ):
```
77
Properties=species:S:1:pos:R:3:forces:R:3
W 0.1156 0.0128 0.1437 0.0 0.5 -0.1
N -2.2214 -0.4019 -0.0401 0.4 -0.3 0.0
C -3.0244 0.4602 0.8758 -0.1 0.4 0.4
C -2.1558 1.5161 1.5904 -0.5 -0.4 0.4
N -0.9701 1.9111 0.7941 0.2 -0.2 -0.1
C -1.4416 2.6942 -0.3802 0.1 0.1 -0.8
C -0.5551 2.4950 -1.6095 -0.2 0.6 0.3
N -0.4402 1.0468 -1.8992 0.1 -0.3 0.1
C -0.0704 2.7459 1.6307 0.5 0.1 0.5
C 0.7911 1.9015 2.5713 -0.5 0.4 0.1
N 1.5641 0.9124 1.7835 -0.1 -0.4 -0.1
H -2.6099 -0.3254 -0.9866 0.3 0.0 0.3
H -2.3876 -1.3843 0.2100 0.2 0.3 -0.1
H -3.4925 -0.1503 1.6502 0.0 0.0 -0.2
H -3.8357 0.9368 0.3210 0.1 -0.1 0.0
H -1.8157 1.1187 2.5509 0.0 0.1 -0.2
H -2.7774 2.3922 1.8092 0.2 0.0 0.0
H -1.5022 3.7614 -0.1388 0.0 -0.2 0.1
H -2.4522 2.3702 -0.6335 0.0 0.0 0.1
H 0.4445 2.9095 -1.4519 -0.2 -0.1 -0.1
H -1.0057 3.0406 -2.4460 0.1 -0.1 0.1
H 0.2891 0.8825 -2.6009 -0.1 -0.1 0.1
H -1.2982 0.7531 -2.3782 0.2 -0.1 0.3
H -0.6515 3.4617 2.2246 0.0 0.0 -0.2
H 0.5799 3.3253 0.9671 -0.1 -0.1 0.0
H 0.1720 1.3672 3.3027 0.2 0.1 -0.2
H 1.4509 2.5645 3.1428 -0.1 -0.1 -0.1
H 1.8806 0.1819 2.4356 -0.2 0.1 -0.4
H 2.4314 1.3585 1.4638 -0.4 -0.3 -0.1
Se 0.3113 -2.3160 -0.9003 -0.1 -0.2 0.4
P -0.0929 -3.1873 1.0954 0.1 -0.9 0.2
Se -0.3981 -1.3656 2.3174 -0.1 -0.1 -0.2
C 1.2849 -4.1626 1.7481 -0.4 0.5 -0.2
C 1.7250 -4.0263 3.0587 -0.1 0.2 -0.1
C 2.6996 -4.8908 3.5246 0.0 0.0 0.1
C 3.2120 -5.8734 2.6912 0.0 0.0 0.0
C 2.7548 -6.0090 1.3881 -0.1 0.0 -0.1
C 1.7864 -5.1512 0.9066 -0.1 0.1 0.0
C -1.4713 -4.3629 0.9845 0.3 0.7 0.0
C -1.7420 -4.9704 -0.2394 0.1 0.2 -0.1
C -2.6284 -6.0315 -0.2830 0.0 -0.1 0.0
C -3.2334 -6.4760 0.8847 0.0 0.0 -0.1
C -2.9751 -5.8494 2.0970 0.0 0.0 0.1
C -2.0856 -4.7914 2.1580 0.0 0.1 0.0
H 1.3043 -3.2634 3.7045 0.1 -0.1 0.0
H 3.0459 -4.8045 4.5423 0.1 0.0 0.1
H 3.9651 -6.5485 3.0611 0.1 -0.1 0.1
H 3.1383 -6.7884 0.7508 0.1 -0.1 -0.1
H 1.4118 -5.2312 -0.1067 0.1 -0.2 -0.1
H -1.2594 -4.6161 -1.1452 -0.1 -0.1 0.0
H -2.8384 -6.5138 -1.2259 0.0 0.0 0.0
H -3.9076 -7.3180 0.8500 -0.1 0.0 0.0
H -3.4564 -6.1937 2.9992 -0.1 0.0 0.1
H -1.8671 -4.3014 3.0986 0.0 -0.1 0.1
C 3.4651 2.2682 -1.8503 -0.1 -0.1 0.3
C 2.5639 1.7926 -0.9151 0.3 0.3 0.0
N 2.0722 0.5328 -0.9161 -0.2 0.0 -0.3
C 2.5124 -0.2559 -1.9068 0.3 -0.5 -0.3
C 3.3380 0.1570 -2.9516 -0.1 0.6 0.5
C 3.8579 1.4552 -2.8999 -0.3 -0.5 0.1
C 3.7199 -0.7688 -4.0009 0.0 -0.5 -0.5
C 3.0275 -1.7656 -4.5736 0.6 0.4 0.1
C 1.6406 -2.2075 -4.4993 -0.7 -0.5 -0.3
C 1.2934 -3.2949 -5.3151 0.0 0.3 0.3
C -0.0317 -3.6950 -5.3369 0.3 0.1 0.0
N -0.9468 -3.0441 -4.6371 -0.8 -0.2 0.0
C -0.5417 -2.0356 -3.9083 0.2 0.2 0.0
N 0.6995 -1.5899 -3.7618 0.3 0.4 -0.2
H 3.8551 3.2690 -1.7458 0.0 0.1 0.0
H 2.2581 2.4617 -0.1212 -0.1 -0.1 -0.1
H 2.2543 -1.3035 -1.8862 -0.1 0.2 0.1
H 4.5493 1.8090 -3.6495 0.1 0.0 -0.1
H 4.7182 -0.6027 -4.3858 0.1 -0.1 0.0
H 3.5779 -2.3282 -5.3154 0.1 0.0 -0.1
H 2.0359 -3.8012 -5.9072 0.1 -0.1 -0.1
H -0.3811 -4.5321 -5.9234 0.1 -0.1 -0.1
H -1.3153 -1.5169 -3.3489 0.0 0.0 0.0
```
Positions in Å, forces in eV/Å.

***

No. 2
Density functional theory data (ωB97M-V with the def2-TZVPD basis set) for a cluster of 5 separate species, C16H46Br2N3O16P4 in total in a non-equilibrium geometry.

Results
HOMO level = -10.984 eV
total charge = +1
Kohn-Sham gap = 5.8 eV

Structure (XYZ):
```
87
Properties=species:S:1:pos:R:3:forces:R:3
C 3.5334 -0.0769 0.5765 -0.5 1.0 -0.1
C 2.9067 1.1964 1.2936 1.2 -0.5 0.5
C 4.1156 1.9304 2.0721 -1.5 -1.4 -1.2
Br 3.8495 1.6611 4.0073 0.5 0.5 -0.8
N 4.0653 3.3764 1.6603 1.7 1.8 -0.2
C 5.1365 3.7039 0.7520 0.0 0.0 -0.1
N 6.4064 3.4786 1.1468 -0.8 -0.1 -1.3
N 4.9689 4.2085 -0.5575 -0.4 -3.2 2.8
Br 3.2647 3.8924 -1.2677 0.0 0.3 -0.4
H 2.7215 -0.5837 -0.0074 0.8 0.1 0.7
H 4.3247 0.2902 -0.1427 -0.7 -0.4 0.6
H 4.0416 -0.7491 1.3155 -0.7 0.4 -0.7
H 2.4461 1.9065 0.5559 0.5 -0.8 0.8
H 2.1591 0.9337 2.0832 0.4 0.0 -1.1
H 5.0650 1.4094 1.7892 -0.6 0.8 0.5
H 4.2325 3.9646 2.4942 -0.5 -0.2 -0.3
H 6.7196 3.7584 2.0733 -0.1 -0.8 -0.1
H 6.9928 2.9803 0.4734 0.5 0.9 0.6
H 5.6696 3.7176 -1.1340 -0.1 1.0 -0.2
C -3.2387 -1.8967 1.5226 -0.7 -0.1 -0.1
O -2.1673 -2.0032 0.5672 0.9 1.2 3.2
P -0.5330 -1.9165 1.0807 3.1 -2.9 -8.3
O -0.0336 -1.2640 -0.1937 -0.5 0.4 1.8
O -0.3589 -3.5475 0.9718 0.0 0.9 1.3
C -1.3045 -4.4181 1.6043 -0.2 -0.3 -0.2
O 0.9767 -1.7858 1.8789 -2.6 1.1 1.8
C 1.0308 -2.2750 3.2227 0.2 -0.3 0.2
H -3.9820 -1.1962 1.1332 0.1 0.0 0.1
H -3.7204 -2.8720 1.6412 0.1 0.1 0.1
H -2.8739 -1.5427 2.4879 -0.3 0.0 0.0
H -2.0854 -4.6872 0.8968 0.0 0.1 0.1
H -1.7474 -3.9594 2.4906 -0.1 -0.2 0.0
H -0.7931 -5.3304 1.9094 0.1 0.1 -0.1
H 1.0235 -3.3676 3.2284 -0.1 0.0 0.0
H 0.1896 -1.8974 3.8075 0.2 -0.1 0.2
H 1.9594 -1.9307 3.6803 -0.1 0.0 -0.1
C 7.7282 7.0866 -5.5320 0.3 0.0 -0.4
O 7.5183 8.3486 -4.8834 -1.6 -2.8 1.2
P 6.7105 8.4268 -3.3682 1.6 9.2 1.0
O 6.0847 9.7770 -3.6324 -0.1 -2.2 0.0
O 8.1381 8.6184 -2.5631 -0.5 -1.3 0.1
C 9.2213 7.7229 -2.7896 0.3 0.2 -0.1
O 5.8837 8.1993 -1.8811 0.0 -2.7 -1.9
C 6.1255 6.9781 -1.1873 0.1 0.2 0.2
H 7.4468 7.1834 -6.5807 -0.1 0.0 0.1
H 8.7898 6.8233 -5.4909 -0.1 -0.1 0.0
H 7.1351 6.2946 -5.0702 0.1 -0.1 -0.2
H 9.8746 8.1255 -3.5648 0.0 -0.1 -0.1
H 8.8746 6.7268 -3.0763 0.2 0.0 0.0
H 9.7993 7.6337 -1.8690 -0.1 0.1 0.0
H 7.1195 6.9930 -0.7290 0.0 -0.1 0.0
H 6.0432 6.1272 -1.8683 0.0 -0.1 0.2
H 5.3802 6.8726 -0.3986 0.0 0.1 -0.1
C -5.0358 0.9715 -1.1568 0.3 -0.3 -0.3
O -5.7416 0.3899 -0.0514 0.2 3.3 -1.0
P -6.9265 1.3097 0.7908 -3.0 -7.7 5.2
O -6.6208 0.5978 2.0904 0.6 1.5 -0.8
O -8.1249 0.4909 0.0068 0.0 1.2 -0.8
C -8.1526 0.4366 -1.4157 0.0 -0.3 -0.1
O -8.1224 2.2873 1.5286 2.1 1.9 -2.1
C -8.7941 3.2292 0.6868 -0.4 0.1 -0.1
H -3.9713 0.7648 -1.0384 0.0 0.1 0.0
H -5.3672 0.5065 -2.0905 0.0 0.2 0.1
H -5.1919 2.0508 -1.2090 0.2 0.0 -0.2
H -7.6364 -0.4614 -1.7590 0.1 0.1 -0.1
H -7.6987 1.3219 -1.8670 0.0 -0.1 -0.1
H -9.1912 0.3793 -1.7427 0.0 0.1 0.1
H -9.4999 2.7146 0.0296 0.1 0.0 0.0
H -8.0774 3.7959 0.0888 -0.2 0.2 0.0
H -9.3495 3.9224 1.3183 0.1 -0.1 0.0
C -6.3344 -7.9895 0.3282 -0.4 0.1 -0.3
O -5.1555 -7.1745 0.4084 -0.3 -2.8 2.1
P -3.7648 -7.7345 1.2471 5.4 6.8 -2.8
O -3.3334 -6.3566 1.6997 -1.1 -1.7 0.4
O -3.0230 -8.1124 -0.1766 -0.5 -1.0 0.6
C -3.6893 -8.9106 -1.1502 0.0 0.1 -0.3
O -2.5306 -8.5449 2.1122 -3.3 -1.1 0.3
C -2.5132 -9.9735 2.0235 0.3 -0.3 -0.1
H -7.2010 -7.3718 0.5642 0.1 0.0 0.1
H -6.4546 -8.3630 -0.6935 0.0 -0.1 0.1
H -6.2893 -8.8297 1.0231 -0.2 0.0 -0.1
H -4.2066 -8.2655 -1.8621 -0.1 -0.1 0.0
H -4.3987 -9.6041 -0.6934 0.0 0.0 -0.2
H -2.9443 -9.4913 -1.6948 0.1 0.1 0.1
H -2.1488 -10.2879 1.0422 -0.1 0.0 0.0
H -3.5090 -10.3854 2.1978 0.1 -0.2 0.1
H -1.8361 -10.3588 2.7856 -0.1 0.1 0.0
```
Positions in Å, forces in eV/Å.

***

No. 3
Density functional theory data (ωB97M-V with the def2-TZVPD basis set) for a cluster of 4 separate species, C28H34BClF24O11P2 in total.

Results
HOMO level = -8.895 eV
SMILES = CCOB(O)O[P@](=O)(OCOc1cc(C)ccc1C(C)C)OP(O)Cl.FC(F)C(F)(F)COC(F)(F)C(F)F.FC(F)C(F)(F)COC(F)(F)C(F)F.FC(F)C(F)(F)COC(F)(F)C(F)F
Kohn-Sham gap = 9.2 eV

Structure (XYZ):
```
101
Properties=species:S:1:pos:R:3:forces:R:3
C 3.5863 3.1193 5.2178 -0.1 0.0 0.3
C 2.5648 2.6141 6.2320 0.3 -0.2 0.5
O 1.3028 3.2738 6.1121 0.3 0.5 -0.5
B 0.7251 3.1647 4.8864 -0.5 -0.3 0.3
O 0.5999 1.9483 4.2415 0.2 0.4 -0.4
O 0.1597 4.3247 4.3337 0.3 -0.3 -0.3
P 0.3816 4.8421 2.8598 -0.2 0.4 0.6
O 0.8341 6.2226 2.7426 -0.2 -0.1 -0.1
O -0.9900 4.5867 2.1028 0.1 -0.2 -0.1
C -1.4168 3.3014 1.7101 0.0 0.1 -0.2
O -1.9122 2.6300 2.8295 -0.1 0.2 0.0
C -2.6089 1.4776 2.5114 0.1 0.2 0.0
C -1.9522 0.4676 1.8295 0.2 0.1 -0.1
C -2.6078 -0.6923 1.4699 -0.1 -0.4 0.0
C -1.9006 -1.7667 0.6904 -0.1 0.2 -0.3
C -3.9379 -0.8232 1.8422 -0.1 -0.2 -0.1
C -4.5802 0.1884 2.5309 -0.2 -0.2 0.1
C -3.9448 1.3681 2.8817 0.1 0.2 0.2
C -4.7326 2.4419 3.6077 0.0 0.0 0.1
C -3.9606 3.2498 4.6571 0.0 0.2 -0.2
C -5.4149 3.3572 2.5878 -0.1 -0.3 -0.3
O 1.4286 3.7763 2.2663 -0.1 -0.1 -0.4
P 2.0222 3.7721 0.7087 0.1 -0.2 0.2
O 1.1683 4.9256 0.0023 0.0 0.1 -0.4
Cl 3.7767 4.7878 1.0350 0.2 0.0 0.1
H 3.5361 2.5830 4.2685 0.0 0.1 -0.1
H 3.4407 4.1879 5.0557 0.0 0.0 -0.1
H 4.5878 2.9888 5.6282 0.0 -0.1 -0.1
H 2.9378 2.8175 7.2360 -0.2 0.1 0.0
H 2.4354 1.5321 6.1652 -0.1 0.0 -0.1
H 1.4335 1.6199 3.8926 0.0 -0.3 0.2
H -0.5832 2.7563 1.2539 0.0 0.0 0.0
H -2.1960 3.4416 0.9558 0.0 0.1 0.1
H -0.9100 0.5965 1.5620 0.0 0.0 0.1
H -0.8704 -1.8958 1.0204 0.0 -0.1 0.1
H -1.8576 -1.4896 -0.3672 0.0 0.0 0.0
H -2.4360 -2.7132 0.7470 0.1 0.0 0.1
H -4.4723 -1.7330 1.5934 0.0 0.0 0.0
H -5.6186 0.0636 2.8205 0.0 0.0 0.0
H -5.5248 1.9057 4.1400 0.0 0.0 0.0
H -3.1743 2.6679 5.1347 -0.1 -0.1 0.1
H -3.4840 4.1228 4.2087 0.1 -0.1 0.0
H -4.6568 3.6240 5.4087 0.0 -0.1 0.1
H -6.0071 2.7564 1.8919 0.0 0.0 0.0
H -4.6731 3.8865 1.9843 0.0 0.1 0.1
H -6.0925 4.0656 3.0645 0.1 0.1 0.0
H 1.4573 5.8340 0.1837 -0.2 0.0 0.2
C 1.0143 0.3874 -4.5090 -0.3 0.2 -0.4
C 0.7240 -0.0896 -3.0800 0.2 -0.2 0.0
C 1.1892 0.7915 -1.9184 0.0 0.1 0.1
F 2.5299 0.9110 -1.8940 0.0 0.0 0.0
F 0.8023 0.2053 -0.7558 0.0 0.0 0.1
F 1.1801 -1.3466 -2.9016 0.0 0.0 0.0
F -0.6352 -0.1133 -2.9608 -0.1 0.1 0.0
O 2.1412 -0.1635 -5.1617 0.1 -0.2 0.5
C 3.3848 0.3799 -5.0313 0.0 0.1 -0.2
C 4.3779 -0.6175 -4.4197 0.0 0.0 0.0
F 3.9620 -1.0031 -3.1983 0.0 0.0 0.0
F 5.5775 -0.0096 -4.2948 0.0 0.0 0.0
F 3.3767 1.5395 -4.3512 0.0 0.0 0.0
F 3.8440 0.6511 -6.2771 0.0 0.1 0.0
H 0.1654 0.0314 -5.0902 0.0 0.0 0.0
H 1.0062 1.4761 -4.5712 0.1 0.0 0.2
H 0.7340 1.7841 -1.9745 0.0 0.0 0.0
H 4.4732 -1.4915 -5.0665 0.0 0.0 0.0
C 1.6929 -2.0703 4.1993 -0.5 0.2 0.1
C 3.0136 -1.3265 3.9537 0.1 -0.3 0.1
C 3.4784 -1.1393 2.5046 -0.1 0.1 0.0
F 3.7203 -2.3273 1.9245 0.0 -0.1 0.0
F 4.6252 -0.4244 2.5167 0.0 0.0 0.0
F 4.0012 -1.8625 4.6907 0.0 0.0 0.0
F 2.8032 -0.0478 4.4153 0.0 0.1 -0.1
O 1.7748 -3.4285 4.5764 0.6 0.0 0.0
C 1.8040 -4.4481 3.6683 -0.2 0.0 0.0
C 3.0911 -5.2773 3.7855 0.0 0.0 0.0
F 4.1702 -4.5015 3.5735 0.0 0.0 0.0
F 3.0648 -6.2465 2.8450 0.0 0.0 0.0
F 1.6072 -4.0222 2.4089 0.1 0.1 0.0
F 0.7893 -5.2907 3.9718 -0.1 0.0 -0.1
H 1.2644 -1.5782 5.0713 0.0 0.0 0.0
H 0.9954 -1.9156 3.3751 0.1 0.0 -0.1
H 2.7279 -0.5941 1.9239 0.0 0.0 0.0
H 3.1542 -5.7278 4.7775 0.0 0.0 0.0
C -0.4768 -3.6067 -7.8348 0.4 -0.3 -0.2
C -0.6991 -2.7378 -6.5894 -0.2 0.1 -0.2
C -1.4499 -3.3543 -5.4051 0.1 0.0 0.0
F -2.7086 -3.6827 -5.7501 -0.1 0.0 0.0
F -1.5050 -2.4358 -4.4165 0.0 0.0 0.0
F -1.2707 -1.5635 -6.9337 0.0 0.0 0.0
F 0.5484 -2.4586 -6.1048 0.0 -0.1 0.0
O -1.3524 -3.4168 -8.9271 -0.3 0.4 0.3
C -2.5271 -4.0999 -9.0628 0.1 -0.1 -0.1
C -3.7353 -3.1527 -9.0991 0.0 0.0 0.0
F -3.8024 -2.4332 -7.9634 0.0 0.0 0.1
F -4.8591 -3.8938 -9.2071 0.0 0.0 0.0
F -2.6793 -5.0541 -8.1287 0.0 0.0 0.1
F -2.5013 -4.7161 -10.2674 0.0 -0.1 0.0
H 0.4917 -3.2855 -8.2148 0.0 0.0 0.0
H -0.3807 -4.6593 -7.5669 -0.1 0.0 0.1
H -0.9267 -4.2409 -5.0377 0.0 0.0 0.0
H -3.6542 -2.4792 -9.9540 0.0 0.0 0.0
```
Positions in Å, forces in eV/Å.

***

no.,energy (Ha)
1,-6721.0585
2,-8518.1819
3,-5479.8833